Record 1
DFT (ωB97M-V/def2-TZVPD) results for a 2-piece molecular cluster, C4H8O2 overall.

Last column: Löwdin charge in e.
Positions of all 14 atoms, in Å:
O -0.9092 -2.5127 0.7537  -0.0708
C 0.4998 -0.3554 -0.5442  -0.1025
C -0.2497 0.8670 -1.1049  -0.1615
C 0.0406 1.6542 0.1916  -0.0909
C 0.3327 0.3168 0.8449  -0.3920
O 0.3379 -0.0465 1.9953  0.0944
H -0.0533 -2.9549 0.7010  0.0473
H 0.0726 -1.3307 -0.7827  0.0927
H 1.5699 -0.3672 -0.7813  0.1244
H -1.3157 0.6318 -1.1883  0.1150
H 0.1079 1.2873 -2.0432  0.1030
H 0.9810 2.2113 0.1259  0.1242
H -0.7349 2.2818 0.6357  0.1170
H -0.6795 -1.6827 1.1965  -0.0004

Summary:
HOMO-LUMO gap	10.77	eV
HOMO energy	-9.9944	eV
charge	0

=====

Record 2
DFT (ωB97M-V/def2-TZVPD) results for C14H54B3O15Pd2PtS2Sr as an isolated structure in a non-equilibrium geometry.

Last column: Mulliken spin population.
Positions of all 92 atoms, in Å:
Pt -1.6419 -1.3752 3.1365  1.4316
Sr 2.1669 -1.9066 1.9506  0.0077
Pd -3.0669 -2.4161 -0.4134  1.5618
Pd -1.2607 2.5803 0.1443  1.6817
B -2.8194 -3.0591 1.8093  0.0235
H -2.7652 -4.1034 1.3194  0.0224
H -2.5966 -3.1024 2.9264  0.1094
H -2.1142 -2.3259 1.3219  0.1636
H -3.8931 -2.6492 1.6599  0.0261
B 0.3870 -2.4330 3.8332  -0.0037
H -0.6646 -2.4788 4.2998  0.0774
H 0.8128 -1.4035 4.0003  0.0103
H 1.0723 -3.2692 4.1757  0.0092
H 0.2543 -2.5916 2.7339  0.0226
B -0.5810 2.9046 2.2859  -0.0818
H -0.0749 2.9833 3.3228  0.0350
H -0.6094 1.7911 2.0216  0.0808
H -1.6418 3.3658 2.3638  0.0193
H -0.0137 3.5216 1.5151  0.0522
S -3.7900 0.4558 1.0861  0.0114
O -3.0863 1.6317 0.5450  0.0907
O -3.0028 -0.1561 2.1880  0.0880
O -5.1324 0.7869 1.4327  0.0423
O -3.7780 -0.5258 -0.0403  0.1300
S -0.1235 -0.6182 0.0999  0.0398
O -1.1879 -1.4162 -0.5208  -0.0071
O -0.1866 0.7943 -0.2610  -0.0114
O -0.2275 -0.7402 1.5850  0.1188
O 1.1723 -1.1983 -0.2193  0.0170
C -1.9101 1.4119 6.3110  0.0018
C -0.7304 0.8605 5.5205  0.0020
O -1.1390 0.5097 4.1608  0.0978
H -1.5982 1.2965 7.3538  0.0009
H -2.8350 0.8978 6.0714  0.0008
H -1.9437 2.4894 6.1626  -0.0002
H -0.2630 -0.0370 5.9227  -0.0005
H -0.0378 1.6912 5.3681  0.0032
H -0.8415 1.2529 3.6069  -0.0088
C 3.1402 2.3407 1.7585  0.0007
C 3.0057 1.4532 2.9858  0.0020
O 1.8992 0.5438 2.7567  0.0035
H 3.0559 1.8215 0.8039  -0.0008
H 4.1462 2.7744 1.6704  -0.0004
H 2.5258 3.2313 1.8799  0.0002
H 2.7839 1.9654 3.9245  -0.0001
H 3.9237 0.8980 3.2031  0.0001
H 1.1892 1.0860 2.3671  -0.0017
C 2.0116 4.4295 -2.4684  -0.0012
C 1.7411 4.2253 -0.9874  0.0016
O 0.8646 3.1175 -0.7464  0.0454
H 1.1146 4.7673 -2.9885  0.0004
H 2.3394 3.4553 -2.8395  0.0003
H 2.8005 5.1469 -2.6903  0.0005
H 1.3534 5.1070 -0.4781  0.0004
H 2.7016 4.0079 -0.5061  0.0012
H 1.3329 2.3713 -1.1662  -0.0003
C 0.6186 -3.4752 -4.8852  0.0001
C 0.8135 -2.6288 -3.6410  0.0005
O -0.3655 -2.8027 -2.8248  0.0052
H 0.9178 -4.5162 -4.7559  0.0000
H 1.2641 -2.9938 -5.6224  0.0000
H -0.4072 -3.5228 -5.2425  -0.0001
H 0.8644 -1.5770 -3.9372  0.0001
H 1.6569 -2.8544 -2.9857  0.0000
H -0.3787 -2.2793 -2.0115  -0.0032
C -2.1552 -6.2040 -2.8310  0.0022
C -1.8258 -5.6646 -1.4466  0.0009
O -2.2643 -4.2996 -1.3306  0.0299
H -2.1873 -7.2932 -2.7905  0.0005
H -1.5359 -5.8367 -3.6465  -0.0004
H -3.1761 -5.8892 -3.0664  -0.0001
H -0.7382 -5.7325 -1.3065  -0.0003
H -2.2164 -6.2151 -0.5917  0.0008
H -1.7732 -3.8914 -2.0780  0.0004
C 4.5370 1.4889 -2.8645  0.0000
C 3.7994 0.3781 -2.1785  -0.0004
O 2.4747 0.8286 -1.8340  -0.0015
H 5.4703 1.1158 -3.2831  0.0000
H 4.5952 2.4077 -2.2820  0.0000
H 3.9417 1.7856 -3.7362  0.0000
H 4.3684 0.0601 -1.2963  -0.0001
H 3.7048 -0.4570 -2.8783  0.0000
H 2.0918 0.0583 -1.3789  0.0008
C -0.9943 2.3497 -4.1016  0.0001
C -1.8314 3.2037 -3.1638  0.0040
O -2.0892 2.4123 -1.9394  0.0395
H 0.0508 2.3556 -3.7690  -0.0001
H -1.0042 2.6901 -5.1335  0.0007
H -1.2195 1.2969 -3.9282  0.0001
H -2.8658 3.3426 -3.4866  0.0004
H -1.4311 4.1795 -2.8996  0.0010
H -2.9483 2.0188 -2.1115  0.0014

Summary:
HOMO-LUMO gap (alpha / beta)	6.61 / 6.63	eV
HOMO energy (alpha / beta)	-10.5349 / -11.4558	eV
charge	+1
multiplicity	7

=====

For the records above, the corresponding energy relative to the best compared isomer or geometry (same formula, charge and spin) values read 1.6161, 0.0000 eV.